The following is a quantum chemistry calculation of C35H43GeN3ORuSe as an isolated structure in a non-equilibrium geometry, from the OMol25 dataset.

ORCA input file:
```
! wB97M-V def2-TZVPD RIJCOSX def2/J DEFGRID3
* xyz 1 6
Ru -0.03080 -0.19677 -0.48196
C 0.08054 -2.01415 -4.48140
C -0.29668 -1.22638 -3.41168
N 0.30450 -1.29490 -2.20873
C 1.36052 -2.13693 -2.05655
C 1.79607 -2.99053 -3.10209
C 1.11916 -2.91956 -4.33470
C 2.89508 -3.83526 -2.87221
C 3.60171 -3.75438 -1.68413
C 3.21802 -2.89674 -0.67042
C 2.04602 -2.11858 -0.80133
N 1.49518 -1.25759 0.09386
C 1.78611 -1.08151 1.41941
C 2.47868 -1.94715 2.29198
C 2.70836 -1.57322 3.60178
C 2.24677 -0.36909 4.11303
C 1.50636 0.50809 3.30482
C 0.98079 1.74237 3.74499
C 0.33121 2.56756 2.83827
C 0.15125 2.14844 1.53410
N 0.56058 0.93717 1.11491
C 1.26490 0.13836 1.95717
H -0.43685 -1.91143 -5.42048
H -1.10935 -0.51999 -3.51515
H 1.43778 -3.54015 -5.15604
H 3.19935 -4.51668 -3.65174
H 4.47977 -4.36877 -1.55275
H 3.84608 -2.78771 0.19757
H 2.80471 -2.91482 1.94936
H 3.25791 -2.23738 4.25050
H 2.44321 -0.09130 5.13630
H 1.11203 2.04250 4.77072
H -0.02668 3.54032 3.14207
H -0.30580 2.78406 0.78524
C -3.30143 -2.30981 -2.40614
C -3.73599 -1.13636 -1.51182
C -3.14165 -1.32936 -0.11936
C -3.48814 0.17094 -2.24814
C -4.41371 0.52179 -3.21878
C -4.19586 1.57489 -4.09387
C -3.00779 2.28970 -4.04317
C -2.07393 2.03556 -3.06269
C -0.74470 2.75874 -2.99891
C 0.17189 2.28142 -4.13414
C -0.89518 4.27786 -3.07752
C -2.33628 1.00057 -2.10746
O -1.50122 0.85382 -1.13552
H -3.78134 -3.22778 -2.07595
H -2.22440 -2.45813 -2.35512
H -3.57656 -2.13531 -3.44235
H -4.82424 -1.20603 -1.39213
H -2.02165 -1.26868 -0.10434
H -3.41557 -2.31901 0.24938
H -3.54326 -0.59317 0.57308
H -5.32330 -0.05529 -3.30657
H -4.93960 1.81469 -4.83756
H -2.81431 3.05664 -4.77736
H -0.25477 2.49841 -2.04441
H -0.34558 2.33422 -5.08885
H 0.50386 1.25792 -3.97168
H 1.05118 2.91876 -4.18599
H -1.24132 4.57654 -4.06211
H 0.07136 4.74582 -2.90474
H -1.59789 4.64789 -2.33692
C -6.07535 5.52735 1.47183
Ge -5.14354 3.96693 0.68415
C -6.30930 2.37380 0.47698
C -4.15535 4.35540 -0.99137
C -3.70794 3.42135 2.01510
Se -2.95441 1.70747 1.49916
C -2.87352 0.85893 3.25527
H -6.90935 5.83332 0.85022
H -5.39513 6.36734 1.56708
H -6.46035 5.28356 2.45673
H -7.31266 2.66487 0.18375
H -6.37441 1.82738 1.41453
H -5.90774 1.70824 -0.28237
H -4.81096 4.31520 -1.85437
H -3.37819 3.60687 -1.12577
H -3.69531 5.33875 -0.95851
H -4.12192 3.31166 3.01422
H -2.90788 4.15845 2.04202
H -3.88079 0.74612 3.64685
H -2.28487 1.47993 3.92278
H -2.40370 -0.11598 3.14108
*
```

E_LUMO (alpha / beta) = -3.49 / -5.18 eV
orbital gap (alpha / beta) = 4.2 / 4.6 eV
max |F| = 0.0439 hartree/bohr

The following is a quantum chemistry calculation of C35H43N2O3PReS4Te as an isolated structure in a non-equilibrium geometry, from the OMol25 dataset.

ORCA input file:
```
! wB97M-V def2-TZVPD RIJCOSX def2/J DEFGRID3
* xyz 0 4
Re -0.87919 -1.15258 0.91613
S -0.05183 -0.79311 3.15286
C 1.41561 -1.74539 3.07718
C 2.05891 -2.09046 4.27259
C 3.19908 -2.86324 4.29854
C 3.72673 -3.36685 3.07990
C 3.12668 -3.01861 1.86931
C 1.98161 -2.23199 1.90452
S 1.31810 -1.51935 0.39683
C 1.08528 -2.99330 -0.69767
C -0.11211 -2.79533 -1.58027
C -0.28344 -3.46703 -2.77234
C -1.48306 -3.31196 -3.45648
C -2.51792 -2.54125 -2.94114
C -2.27332 -1.87256 -1.76664
C -3.26843 -0.93212 -1.16038
S -3.22695 -0.94790 0.68996
C -3.94250 -2.49428 1.17265
C -5.32705 -2.65169 1.18041
C -5.88694 -3.81677 1.65429
C -5.05879 -4.80722 2.17690
C -3.69256 -4.70435 2.04716
C -3.09723 -3.52871 1.56606
S -1.32451 -3.42238 1.59137
N -1.11356 -2.03292 -1.08946
H 1.64659 -1.75411 5.20394
H 3.67369 -3.12865 5.22613
H 4.59054 -4.01375 3.10119
H 3.58464 -3.36896 0.96357
H 0.93420 -3.87403 -0.06480
H 1.99183 -3.23975 -1.25368
H 0.47977 -4.11001 -3.17889
H -1.62577 -3.87040 -4.39665
H -3.41842 -2.39732 -3.48389
H -4.29981 -1.09183 -1.49610
H -2.93757 0.10180 -1.37058
H -5.95878 -1.86006 0.80612
H -6.94722 -3.91634 1.66048
H -5.44817 -5.70695 2.64677
H -3.06028 -5.47927 2.40192
C -1.91297 4.80825 -1.02160
C -2.07247 4.29792 0.39831
O -1.62410 2.95655 0.38098
P -0.89695 2.13977 1.57655
O -0.70443 0.84790 0.71390
Te 0.77859 3.36433 2.72235
O -2.04585 1.76024 2.67402
C -3.44999 1.67621 2.48943
C -4.09164 0.72657 3.50928
H -2.35658 5.80192 -1.15985
H -2.38916 4.10866 -1.72299
H -0.86247 4.88867 -1.26293
H -3.14421 4.33991 0.65013
H -1.48205 4.87452 1.07779
H -3.70268 1.33063 1.48969
H -3.87016 2.68509 2.59299
H -3.44980 -0.14289 3.59295
H -5.10121 0.41932 3.13854
H -4.23042 1.20065 4.50024
C 6.20679 2.60080 -2.50674
C 5.10375 2.16725 -1.55677
C 5.30605 1.74990 -0.23840
C 4.23340 1.41908 0.62866
C 4.50839 1.06590 2.04593
C 2.95649 1.46278 0.14081
C 2.73466 1.73075 -1.26284
C 3.82633 2.16635 -2.05503
N 1.49460 1.47920 -1.62636
C 0.86177 2.01491 -2.86797
C 1.37663 1.46655 -4.22219
C -0.59482 1.52236 -2.75149
C 0.98382 3.54028 -2.84835
H 5.91631 3.54448 -2.96521
H 6.35196 1.90871 -3.32362
H 7.15220 2.81921 -2.00009
H 6.32052 1.72721 0.16940
H 5.29877 1.69361 2.43641
H 4.86584 0.01463 2.10896
H 3.62704 1.15866 2.71351
H 2.12253 1.16897 0.74281
H 3.66209 2.49336 -3.08542
H 1.37351 0.38508 -4.22325
H 2.38372 1.75517 -4.56812
H 0.68845 1.79525 -4.99789
H -0.57130 0.44701 -2.85266
H -1.25783 1.91643 -3.54650
H -1.00016 1.70053 -1.75993
H 2.00411 3.82736 -3.00528
H 0.72183 3.91054 -1.86853
H 0.37328 4.07445 -3.54145
*
```

E_LUMO (alpha / beta) = -0.22 / -0.88 eV
orbital gap (alpha / beta) = 6.4 / 5.9 eV
max |F| = 0.0338 hartree/bohr

The following is a quantum chemistry calculation of C35H44AsN7OPbS2 as an isolated structure, from the OMol25 dataset.

ORCA input file:
```
! wB97M-V def2-TZVPD RIJCOSX def2/J DEFGRID3
* xyz 1 2
Pb -0.99421 0.37202 0.02882
O -3.27082 -0.27603 -0.53175
N -3.70368 -0.14815 -1.77812
C -4.81151 -0.85034 -2.11984
C -5.35950 -0.76789 -3.36934
C -4.74818 0.05216 -4.31551
C -3.61518 0.74541 -3.96306
C -3.07237 0.65726 -2.67577
S -1.65652 1.57092 -2.25758
H -5.20438 -1.46426 -1.32369
H -6.24970 -1.33711 -3.59469
H -5.15491 0.14277 -5.31473
H -3.10443 1.38118 -4.67229
S 0.95823 -5.34689 -4.04093
C 0.30676 -3.94503 -3.14770
C -0.25124 -4.11635 -1.88825
C -0.67350 -2.99613 -1.19422
N -0.56656 -1.75706 -1.68001
C -0.06699 -1.60242 -2.90875
C 0.37523 -2.66528 -3.67864
C 2.67091 -5.10284 -3.57768
C 3.50110 -4.27629 -4.31802
C 4.80672 -4.09579 -3.88071
N 5.30661 -4.67961 -2.79050
C 4.50052 -5.48887 -2.10115
C 3.17904 -5.73246 -2.45040
H -0.32381 -5.10174 -1.44670
H -1.09205 -3.08346 -0.19721
H -0.00024 -0.58245 -3.27461
H 0.78246 -2.49456 -4.66612
H 3.14352 -3.78520 -5.21387
H 5.48359 -3.45082 -4.43158
H 4.93236 -5.96237 -1.22526
H 2.55934 -6.39474 -1.85956
C 3.06268 4.63448 0.63712
C 3.79260 3.50900 1.00672
C 3.35116 2.24564 0.65597
C 2.14779 2.08771 -0.05876
C 1.41103 3.23181 -0.40898
C 1.87716 4.48907 -0.07826
N 1.61931 0.83847 -0.33594
C 2.47310 -0.19696 -0.65199
C 2.12255 -1.51499 -0.30191
C 2.91318 -2.57523 -0.69655
C 4.05867 -2.35536 -1.45904
C 4.41884 -1.05704 -1.81051
C 3.64465 0.01541 -1.41017
H 3.41101 5.62118 0.91377
H 4.70992 3.61819 1.57083
H 3.89734 1.36387 0.96703
H 0.48722 3.11400 -0.96714
H 1.31691 5.36516 -0.38198
H 1.24248 -1.68088 0.31072
H 2.63960 -3.58406 -0.41103
H 4.66548 -3.19166 -1.78621
H 5.30699 -0.88548 -2.40500
H 3.89419 1.02215 -1.72139
C -0.73603 -3.35133 4.02887
As -0.96246 -1.85037 2.79026
C -2.71795 -1.27769 3.43573
C 0.11783 -0.54356 3.76582
H -1.00989 -3.04296 5.03892
H 0.29739 -3.69547 4.02586
H -1.37892 -4.17572 3.72141
H -2.69370 -1.12416 4.51459
H -3.45140 -2.04748 3.19884
H -3.02145 -0.35148 2.94316
H -0.12074 -0.56334 4.82981
H -0.09255 0.45068 3.36610
H 1.17830 -0.75807 3.63100
C -3.69397 2.65327 1.10153
N -3.04750 3.34767 2.20495
C -3.92634 3.81486 3.26814
C -1.69845 3.31569 2.31082
N -1.00346 2.47912 1.59349
N -1.13107 4.19615 3.22119
C 0.23140 3.91923 3.64157
C -1.41199 5.62000 3.03672
H -4.65738 3.12428 0.91148
H -3.85935 1.59260 1.31571
H -3.08601 2.72894 0.20160
H -4.60144 3.00772 3.56176
H -4.53187 4.66045 2.93401
H -3.34424 4.11357 4.13329
H -0.01133 2.68654 1.67306
H 0.32091 2.88616 3.97555
H 0.46715 4.57063 4.48099
H 0.97553 4.10594 2.85277
H -2.42065 5.76412 2.65956
H -0.71066 6.07035 2.32422
H -1.31821 6.14157 3.98935
*
```

E_LUMO (alpha / beta) = -2.08 / -4.19 eV
orbital gap (alpha / beta) = 8.2 / 6.1 eV
max |F| = 0.0174 hartree/bohr

The following is a quantum chemistry calculation of C35H44N4O6OsP as an isolated structure in a non-equilibrium geometry, from the OMol25 dataset.

ORCA input file:
```
! wB97M-V def2-TZVPD RIJCOSX def2/J DEFGRID3
* xyz 3 1
Os 1.82521 -0.32394 0.93084
O 2.72230 -2.00832 -2.87291
C 2.12187 -1.20554 -2.03560
O 2.60684 -0.87551 -0.96150
C 0.81360 -0.68726 -2.55213
C 0.40988 -0.94625 -3.87015
C -0.75998 -0.37404 -4.32885
C -1.46683 0.44928 -3.46237
C -0.97829 0.63608 -2.17312
N 0.13728 0.06473 -1.71320
C -1.64155 1.54584 -1.23420
O -2.70926 2.21515 -1.49649
O -1.09789 1.71341 -0.09519
H 3.59721 -2.28680 -2.54852
H 1.00758 -1.58406 -4.50597
H -1.10519 -0.54731 -5.33874
H -2.37088 0.93077 -3.81700
H -3.05031 2.11298 -2.40171
C -1.61830 5.02886 2.38693
C -1.92385 4.24426 1.09372
C -1.07658 4.81950 -0.05357
C -3.42234 4.35858 0.79041
P -1.33905 2.51374 1.37650
C 0.37666 2.55606 1.89534
C 0.68839 2.92207 3.19770
C 2.01999 3.07273 3.57938
C 3.04069 2.86827 2.67219
C 2.73809 2.50709 1.36124
C 1.41801 2.33173 0.97317
C -2.39216 1.32642 2.30828
C -2.67023 1.87975 3.71224
C -3.71585 1.10408 1.55926
C -1.61369 0.00661 2.39378
H -2.07204 6.01330 2.26174
H -0.55283 5.17709 2.54104
H -2.05775 4.58733 3.28002
H -1.28008 5.88945 -0.11165
H -1.33846 4.39094 -1.02209
H -0.00591 4.70260 0.11761
H -3.61117 5.39242 0.49764
H -4.02799 4.16334 1.67418
H -3.76005 3.72195 -0.02276
H -0.08368 3.10101 3.93079
H 2.24931 3.37522 4.59249
H 4.07027 3.00754 2.97260
H 3.52617 2.40993 0.62690
H 1.20490 2.18529 -0.08136
H -3.31145 2.76012 3.69660
H -1.75973 2.10420 4.26379
H -3.19789 1.10273 4.26756
H -4.37016 1.97069 1.57284
H -4.23630 0.29030 2.06578
H -3.57383 0.78528 0.52619
H -0.71590 0.10209 3.00646
H -1.31838 -0.37876 1.41586
H -2.26378 -0.73537 2.85850
C -3.28010 -2.45481 5.79175
C -2.65360 -3.02784 4.54946
C -1.36404 -3.54521 4.56179
C -0.80186 -4.15663 3.44753
C -1.53174 -4.25327 2.26749
N -1.09724 -4.90634 1.08241
C -0.08526 -5.81372 0.86119
O -0.19203 -6.70062 0.05666
N 1.10591 -5.67759 1.61021
C 1.94562 -4.57985 1.64131
C 3.27196 -4.75694 2.05024
C 4.12571 -3.67793 2.08580
C 3.66000 -2.42859 1.71558
N 2.38904 -2.24872 1.33146
C 1.54313 -3.29298 1.29256
C -2.81328 -3.70779 2.23132
C -3.36418 -3.11733 3.35561
H -2.54527 -1.95866 6.42512
H -3.72960 -3.24929 6.39035
H -4.07945 -1.75290 5.55272
H -0.79028 -3.51094 5.48089
H 0.17612 -4.60294 3.53384
H -1.84551 -5.09198 0.42656
H 1.58234 -6.56918 1.66320
H 3.62185 -5.74314 2.33043
H 5.15356 -3.79580 2.39785
H 4.30214 -1.56006 1.71479
H 0.53499 -3.08859 0.96803
H -3.40477 -3.79626 1.32650
H -4.38281 -2.74737 3.31129
C 1.84582 -0.83952 3.87144
O 1.58132 -0.02254 2.73683
H 1.39650 -1.83045 3.78802
H 1.43224 -0.33722 4.74586
H 2.92116 -0.94347 4.01555
*
```

E_LUMO = -10.28 eV
orbital gap = 4.4 eV
max |F| = 0.0219 hartree/bohr

The following is a quantum chemistry calculation of C35H44N6OS3SeTi as an isolated structure in a non-equilibrium geometry, from the OMol25 dataset.

ORCA input file:
```
! wB97M-V def2-TZVPD RIJCOSX def2/J DEFGRID3
* xyz 0 1
Ti -0.16738 -0.68314 0.52247
C 2.84974 -4.35194 -1.88826
N 2.35088 -3.37132 -0.83102
C 2.43050 -4.15768 0.41445
C 3.00041 -2.09304 -0.77785
C 4.30421 -2.05581 -0.26348
C 5.14843 -0.92543 -0.32474
C 4.67287 0.27884 -0.83075
C 3.42485 0.27274 -1.51174
C 2.52018 -0.81434 -1.29994
N 1.13599 -0.56123 -1.48058
C 0.57612 -0.56668 -2.78025
C 0.88323 -1.69313 -3.55647
C 0.33864 -2.02396 -4.76594
C -0.46307 -1.02423 -5.38501
C -0.86714 0.07242 -4.63266
C -0.29864 0.39527 -3.38254
N -0.53166 1.63859 -2.81466
C 0.51345 2.51990 -2.28185
C -1.60609 2.43705 -3.43128
H 2.84495 -3.90647 -2.91939
H 2.09173 -5.20860 -1.89417
H 3.82579 -4.78230 -1.66440
H 3.43746 -4.68229 0.48162
H 1.65592 -4.91711 0.35760
H 2.24708 -3.33090 1.18197
H 4.61414 -3.02993 0.12957
H 6.15041 -1.02070 0.01127
H 5.37794 1.16319 -0.84220
H 3.14320 1.11740 -2.15232
H 1.70054 -2.31874 -3.18895
H 0.68046 -2.90764 -5.29973
H -0.73365 -1.05774 -6.43798
H -1.40991 0.86435 -5.10700
H 1.24342 2.78181 -3.07699
H 1.02901 1.98232 -1.44845
H 0.03306 3.33343 -1.83495
H -1.41721 2.84269 -4.44545
H -1.87756 3.26678 -2.73721
H -2.51747 1.80081 -3.52983
C -2.02840 -2.93305 1.79874
C -0.91764 -3.51846 0.90871
N -0.61857 -2.69541 -0.24004
C -1.71435 -2.72240 -1.32928
C -2.72493 -1.56373 -1.43601
N -2.27018 -0.42713 -0.51955
C -3.31908 0.01131 0.36751
C -3.17341 -0.69356 1.71891
N -1.94985 -1.47583 1.88220
H -1.87189 -3.28568 2.79144
H -3.01126 -3.30288 1.39555
H -1.21206 -4.57730 0.61678
H -0.04992 -3.60536 1.50520
H 0.23926 -3.05175 -0.68489
H -2.27314 -3.64952 -1.38122
H -1.23274 -2.75915 -2.30774
H -3.70627 -1.94261 -1.18609
H -2.85786 -1.23680 -2.49001
H -2.02825 0.37583 -1.12186
H -4.24321 -0.37387 -0.02540
H -3.45250 1.08952 0.52644
H -4.08017 -1.32521 1.87054
H -3.22859 0.10278 2.49870
H -1.67176 -1.35170 2.84949
Se 1.36522 -1.01133 2.09636
O -0.61577 1.08243 1.14881
C -0.53427 2.06009 2.17824
C 0.43788 3.13539 1.84987
C 0.40041 4.52427 2.06047
C 1.55887 5.17121 1.67483
C 2.52806 4.29529 1.30571
S 2.10211 2.59624 1.41909
C -0.13802 1.46707 3.50097
C 0.98817 1.75381 4.21223
C 1.06011 1.14602 5.55660
C -0.07652 0.43683 5.83709
S -1.28488 0.60224 4.48872
C -1.96471 2.93511 2.35353
C -2.69109 3.58625 1.39638
C -3.64630 4.53992 1.87546
C -3.59765 4.67468 3.20250
S -2.44357 3.56790 3.96392
H -0.40175 5.09839 2.55133
H 1.82423 6.22118 1.76996
H 3.54160 4.51018 0.93003
H 1.87132 2.26689 3.88793
H 1.93758 1.24982 6.22735
H -0.25246 -0.19162 6.74862
H -2.45446 3.44655 0.36489
H -4.35698 5.09910 1.26674
H -4.09523 5.36475 3.84338
*
```

E_LUMO = 0.16 eV
orbital gap = 6.7 eV
max |F| = 0.0622 hartree/bohr

Look up the max |F| of the second one. 0.0338 hartree/bohr

The lowest max |F| belongs to which entry? C35H44AsN7OPbS2

max |F| of number 3 (C35H44AsN7OPbS2)? 0.0174 hartree/bohr

Number 5 is which compound? C35H44N6OS3SeTi